Entry 1:
This record from OMol25 describes a molecular structure, C28H32F3N2S5SbTi. The level of theory is wB97M-V/def2-TZVPD.

Its total energy is -4575.78100 hartree. Its expectation value of S² is 0.758. The gap between HOMO and LUMO (spin up / spin down) is 7.23 / 7.26 eV. Its charge is +1. As for the multiplicity: 2. As for the strongest force on any atom: 0.72 eV/Å. The calculation puts the LUMO energy (spin up / spin down) at -3.4 / -3.4 eV. For the energy above the lowest of the compared OMol25 structures with the same formula, charge and spin, the calculation gives 0.0 kcal per mole.

Last column: Löwdin charge in e.
Element x y z (Å)
Ti (0.39, 0.11, 0.93)  0.492
C (-0.89, 3.98, -2.94)  -0.074
C (-2.06, 3.50, -2.36)  -0.066
C (-2.01, 2.75, -1.19)  -0.039
C (-0.78, 2.46, -0.60)  -0.324
C (0.39, 2.97, -1.17)  -0.057
C (0.33, 3.72, -2.34)  -0.076
N (-0.70, 1.63, 0.54)  -0.119
C (-1.33, 2.01, 1.74)  -0.292
C (-1.65, 1.02, 2.68)  -0.085
C (-2.22, 1.35, 3.90)  -0.099
C (-2.49, 2.67, 4.21)  -0.069
C (-2.17, 3.66, 3.29)  -0.052
C (-1.60, 3.34, 2.07)  -0.003
H (-0.94, 4.57, -3.85)  0.109
H (-3.02, 3.72, -2.81)  0.111
H (-2.91, 2.38, -0.73)  0.125
H (1.33, 2.79, -0.67)  0.095
H (1.24, 4.12, -2.77)  0.113
H (-1.50, -0.04, 2.47)  0.081
H (-2.46, 0.57, 4.61)  0.103
H (-2.94, 2.93, 5.16)  0.113
H (-2.37, 4.70, 3.52)  0.114
H (-1.35, 4.12, 1.36)  0.122
F (-5.13, -3.51, -1.78)  0.165
C (-4.59, -3.83, -0.61)  -0.604
F (-4.29, -5.13, -0.63)  0.168
F (-5.51, -3.64, 0.34)  0.174
C (-3.36, -3.00, -0.31)  -0.074
C (-3.11, -1.82, -0.99)  0.051
C (-1.99, -1.09, -0.65)  -0.091
N (-1.14, -1.47, 0.31)  -0.030
C (-1.38, -2.62, 0.95)  -0.109
C (-2.48, -3.41, 0.68)  0.045
H (-3.78, -1.48, -1.77)  0.136
H (-1.78, -0.14, -1.14)  0.094
H (-0.68, -2.91, 1.72)  0.081
H (-2.65, -4.33, 1.23)  0.140
C (-0.19, 0.29, -3.58)  -0.173
C (1.32, 0.33, -3.38)  -0.390
Sb (1.97, -0.30, -1.44)  1.434
C (2.41, -2.36, -1.85)  -0.415
C (1.14, -3.18, -2.05)  -0.172
C (3.91, 0.62, -1.37)  -0.409
C (5.02, -0.26, -1.94)  -0.175
H (-0.45, 0.58, -4.60)  0.083
H (-0.69, 0.99, -2.91)  0.034
H (-0.60, -0.71, -3.40)  0.053
H (1.71, 1.34, -3.51)  0.044
H (1.83, -0.31, -4.11)  0.061
H (3.01, -2.74, -1.02)  0.036
H (3.05, -2.38, -2.74)  0.058
H (0.49, -3.13, -1.17)  0.041
H (1.38, -4.22, -2.23)  0.080
H (0.57, -2.82, -2.91)  0.064
H (4.10, 0.88, -0.33)  0.017
H (3.81, 1.55, -1.93)  0.054
H (5.13, -1.20, -1.38)  0.061
H (5.98, 0.26, -1.89)  0.077
H (4.84, -0.51, -2.99)  0.070
C (3.65, -1.81, 2.05)  -0.319
S (1.86, -2.00, 1.90)  0.800
C (1.22, -0.95, 3.17)  -1.031
C (1.54, 0.38, 3.26)  -1.137
S (2.28, 1.29, 2.00)  0.630
S (1.07, 1.16, 4.75)  0.964
C (0.30, -0.21, 5.50)  -1.480
S (-0.43, -0.15, 6.94)  0.643
S (0.38, -1.66, 4.53)  0.922
H (4.09, -2.47, 1.29)  0.043
H (3.95, -2.15, 3.03)  0.061
H (3.94, -0.78, 1.88)  0.004

Entry 2:
This record from OMol25 describes a molecular structure, C28H32F5N4NaOS5Si. The level of theory is wB97M-V/def2-TZVPD.

Its total energy is -4322.52645 hartree. The gap between HOMO and LUMO is 5.33 eV. Its charge is -2. As for the multiplicity: 1. As for the strongest force on any atom: 0.63 eV/Å. The calculation puts the LUMO energy at 3.6 eV. For the energy above the lowest of the compared OMol25 structures with the same formula, charge and spin, the calculation gives 27.1 kcal per mole.

Last column: Löwdin charge in e.
Element x y z (Å)
Na (-0.59, 0.76, 0.47)  0.285
O (-0.21, 1.23, 2.46)  -0.226
N (-0.35, 1.70, 3.66)  -0.223
C (0.04, 0.88, 4.67)  -0.043
C (-0.05, 1.23, 5.99)  -0.109
C (-0.58, 2.48, 6.30)  -0.131
C (-0.97, 3.30, 5.27)  -0.139
C (-0.87, 2.96, 3.90)  -0.752
S (-1.33, 3.98, 2.64)  0.518
H (0.42, -0.06, 4.30)  0.120
H (0.28, 0.53, 6.74)  0.083
H (-0.69, 2.81, 7.32)  0.085
H (-1.39, 4.28, 5.47)  0.080
C (1.30, -5.20, 2.71)  -0.548
C (0.28, -4.16, 3.17)  -0.572
S (-0.03, -2.74, 2.11)  0.851
C (-0.57, -3.51, 0.58)  -0.526
C (0.48, -4.00, -0.43)  -0.512
S (1.94, -2.92, -0.54)  0.847
C (3.30, -4.10, -0.40)  -0.569
C (3.29, -5.14, 0.71)  -0.563
S (2.97, -4.55, 2.39)  0.840
H (0.95, -5.68, 1.79)  0.052
H (1.37, -5.98, 3.46)  0.061
H (0.60, -3.74, 4.13)  0.063
H (-0.66, -4.70, 3.36)  0.072
H (-1.19, -2.74, 0.12)  0.027
H (-1.25, -4.34, 0.82)  0.084
H (-0.01, -4.03, -1.40)  0.072
H (0.81, -5.01, -0.20)  0.044
H (4.17, -3.44, -0.28)  0.063
H (3.46, -4.64, -1.35)  0.067
H (4.27, -5.63, 0.72)  0.058
H (2.57, -5.93, 0.50)  0.054
C (1.11, 2.54, -5.98)  -0.191
Si (-0.50, 2.69, -5.02)  0.484
C (-1.47, 4.12, -5.81)  -0.204
C (-1.55, 1.18, -5.32)  -0.217
C (-0.13, 3.17, -3.25)  -0.286
C (-0.13, 4.50, -2.87)  -0.122
C (0.11, 4.88, -1.55)  -0.099
C (0.30, 3.85, -0.63)  -0.170
N (0.35, 2.57, -0.96)  -0.005
C (0.18, 2.20, -2.25)  -0.812
S (0.42, 0.54, -2.65)  0.522
H (0.92, 2.34, -7.04)  0.016
H (1.71, 1.72, -5.58)  0.015
H (1.70, 3.46, -5.90)  0.019
H (-1.64, 3.90, -6.87)  0.016
H (-0.96, 5.08, -5.75)  0.010
H (-2.44, 4.23, -5.33)  0.028
H (-1.97, 1.24, -6.33)  0.016
H (-2.37, 1.10, -4.60)  0.033
H (-0.96, 0.27, -5.22)  -0.006
H (-0.34, 5.28, -3.60)  0.079
H (0.09, 5.91, -1.23)  0.082
H (0.40, 4.06, 0.43)  0.049
N (4.15, 1.83, 0.41)  0.037
C (4.38, 1.19, 1.61)  -0.133
C (3.41, 0.23, 1.68)  -0.162
N (2.61, 0.27, 0.57)  0.074
C (3.07, 1.24, -0.17)  -0.207
H (4.64, 2.63, 0.04)  0.132
H (5.17, 1.49, 2.28)  0.086
H (3.24, -0.48, 2.47)  0.093
H (2.64, 1.55, -1.11)  0.077
F (-2.97, -0.23, 2.62)  0.035
C (-3.50, -0.74, 1.47)  -0.266
C (-2.72, -0.87, 0.34)  0.030
C (-3.38, -1.41, -0.73)  -0.279
F (-2.72, -1.63, -1.91)  0.018
C (-4.71, -1.79, -0.73)  -0.167
F (-5.33, -2.32, -1.82)  0.060
C (-5.45, -1.62, 0.43)  -0.164
F (-6.75, -1.99, 0.47)  0.066
C (-4.84, -1.10, 1.55)  -0.163
F (-5.57, -0.96, 2.68)  0.066

Entry 3:
This record from OMol25 describes C28H32N2O6 in the gas phase. The level of theory is wB97M-V/def2-TZVPD.

Its total energy is -1647.12347 hartree. The gap between HOMO and LUMO is 7.67 eV. Its charge is 0. As for the multiplicity: 1. As for the strongest force on any atom: 0.86 eV/Å. The calculation puts the LUMO energy at -0.3 eV. For the energy above the lowest of the compared OMol25 structures with the same formula, charge and spin, the calculation gives 0.0 kcal per mole.

Last column: Löwdin charge in e.
Element x y z (Å)
C (2.13, 3.74, -1.09)  -0.082
O (2.12, 3.13, 0.18)  -0.082
C (1.39, 2.00, 0.35)  -0.269
C (0.59, 1.41, -0.62)  0.000
C (-0.07, 0.22, -0.35)  -0.025
C (0.06, -0.40, 0.88)  -0.207
C (-0.57, -1.75, 1.14)  -0.178
C (-0.56, -2.67, -0.05)  -0.042
C (0.43, -2.89, -0.98)  -0.196
O (0.20, -3.68, -2.02)  0.121
C (1.71, -2.20, -0.99)  -0.150
C (2.18, -1.70, -2.20)  -0.002
C (3.31, -0.89, -2.27)  0.024
C (3.97, -0.61, -1.09)  -0.224
C (3.55, -1.15, 0.12)  -0.132
C (2.43, -1.94, 0.19)  0.040
C (4.48, -0.68, 1.19)  -0.052
C (5.47, 0.20, 0.40)  -0.321
C (6.91, -0.30, 0.48)  -0.032
O (5.05, 0.19, -0.97)  0.021
C (-1.89, -3.17, -0.27)  -0.231
O (-2.24, -3.95, -1.16)  0.089
C (-2.78, -2.52, 0.77)  -0.377
O (-3.96, -2.69, 0.95)  0.084
N (-1.98, -1.69, 1.48)  0.012
C (-2.47, -0.92, 2.59)  -0.123
C (-2.82, 0.53, 2.24)  -0.133
C (-3.91, 0.62, 1.16)  -0.181
N (-3.32, 0.62, -0.16)  -0.162
C (-4.08, -0.07, -1.19)  -0.156
C (-5.28, 0.75, -1.68)  -0.183
O (-4.87, 2.02, -2.16)  -0.134
C (-4.19, 2.74, -1.16)  -0.194
C (-2.97, 1.95, -0.64)  -0.167
C (0.83, 0.21, 1.86)  -0.046
C (1.48, 1.40, 1.61)  -0.006
H (1.13, 4.09, -1.38)  0.095
H (2.51, 3.06, -1.86)  0.096
H (2.80, 4.60, -1.00)  0.094
H (0.48, 1.85, -1.60)  0.109
H (-0.70, -0.22, -1.10)  0.128
H (-0.04, -2.21, 2.00)  0.158
H (-0.75, -4.01, -1.97)  0.103
H (1.63, -1.93, -3.10)  0.122
H (3.65, -0.49, -3.21)  0.118
H (2.12, -2.38, 1.13)  0.133
H (4.99, -1.51, 1.68)  0.124
H (3.95, -0.10, 1.96)  0.111
H (5.43, 1.25, 0.73)  0.148
H (7.27, -0.24, 1.50)  0.084
H (6.96, -1.33, 0.14)  0.089
H (7.55, 0.31, -0.16)  0.081
H (-1.70, -0.93, 3.38)  0.126
H (-3.36, -1.43, 2.96)  0.131
H (-1.93, 1.05, 1.90)  0.096
H (-3.18, 1.01, 3.16)  0.113
H (-4.57, -0.25, 1.25)  0.117
H (-4.52, 1.51, 1.35)  0.113
H (-4.42, -1.03, -0.81)  0.111
H (-3.41, -0.24, -2.03)  0.127
H (-5.77, 0.26, -2.52)  0.126
H (-6.01, 0.88, -0.87)  0.126
H (-3.87, 3.68, -1.61)  0.124
H (-4.87, 2.96, -0.32)  0.117
H (-2.47, 2.51, 0.15)  0.123
H (-2.27, 1.83, -1.47)  0.113
H (0.94, -0.25, 2.83)  0.120
H (2.09, 1.88, 2.36)  0.120

Among the records above, which one has the lowest charge? C28H32F5N4NaOS5Si